{"formula": "C32H47FLiN8O10S", "method": "ωB97M-V/def2-TZVPD", "species": ["Li", "C", "N", "C", "C", "O", "C", "O", "C", "C", "O", "N", "C", "C", "H", "H", "H", "H", "H", "H", "H", "H", "H", "H", "H", "H", "H", "H", "H", "H", "C", "C", "N", "C", "C", "C", "O", "O", "C", "O", "C", "C", "C", "F", "C", "C", "C", "N", "C", "C", "N", "C", "C", "H", "H", "H", "H", "H", "H", "H", "H", "H", "H", "H", "H", "H", "H", "H", "H", "H", "H", "C", "C", "S", "O", "O", "C", "C", "N", "C", "N", "C", "C", "N", "O", "O", "C", "H", "H", "H", "H", "H", "H", "H", "H", "H", "H", "H", "H", "H"], "coordinates": [[15.7524, 19.2951, 7.4231], [14.4677, 23.9469, 7.9252], [14.3701, 22.5259, 7.6256], [13.0696, 21.9533, 7.8679], [15.2791, 21.8520, 6.8639], [14.9200, 20.8294, 6.2512], [16.7694, 22.3142, 6.6888], [17.2457, 22.9852, 7.8659], [18.0638, 22.2312, 8.7746], [17.3561, 20.9815, 9.4350], [16.1526, 20.7505, 9.2235], [18.1295, 20.2721, 10.3022], [17.5933, 19.1864, 11.1249], [19.5313, 20.5543, 10.4268], [14.1912, 24.1858, 8.9307], [13.8723, 24.6258, 7.2733], [15.5088, 24.2082, 7.7692], [12.5386, 22.7468, 8.3957], [13.1659, 21.1182, 8.5990], [12.5893, 21.6295, 6.9055], [16.7665, 23.0680, 5.9038], [17.3493, 21.3770, 6.3935], [18.3110, 22.8527, 9.6099], [18.9693, 21.8945, 8.3130], [16.5946, 19.4666, 11.4188], [18.2769, 18.9524, 11.9542], [17.4951, 18.2589, 10.5738], [19.7939, 21.5714, 10.3070], [20.0991, 20.1445, 9.5672], [19.9097, 20.1886, 11.3968], [22.0925, 14.5239, 6.6539], [21.4391, 15.3391, 5.5140], [20.1323, 15.7974, 5.9108], [20.0826, 17.0348, 6.4270], [18.8367, 17.6311, 6.6400], [18.7583, 19.1097, 6.9521], [19.8607, 19.7015, 7.1706], [17.5850, 19.5753, 6.9706], [17.5675, 16.8936, 6.5193], [16.4104, 17.2034, 6.8319], [17.7051, 15.5239, 6.1078], [16.5222, 14.7437, 6.0041], [16.7097, 13.4454, 5.7599], [15.5839, 12.7057, 5.5461], [17.9587, 12.8008, 5.6658], [19.1219, 13.6079, 5.5846], [18.9875, 14.9341, 5.8226], [18.0388, 11.4017, 5.6805], [19.1331, 10.7497, 6.4259], [18.5652, 9.7918, 7.4254], [17.7724, 8.7233, 6.7383], [17.3330, 9.0348, 5.2963], [16.9649, 10.5120, 5.1639], [22.0064, 13.4328, 6.4386], [21.6733, 14.7221, 7.6354], [23.1807, 14.8194, 6.5765], [21.4156, 14.7911, 4.5716], [21.9559, 16.2734, 5.3876], [21.0097, 17.5528, 6.5059], [15.5335, 15.1988, 6.0904], [20.1271, 13.1659, 5.5489], [19.7033, 11.5182, 6.9166], [19.8153, 10.1089, 5.7223], [17.8953, 10.2436, 8.1629], [19.3361, 9.2549, 8.0120], [16.9537, 8.4290, 7.3821], [18.3468, 7.8288, 6.8187], [16.5334, 8.3817, 5.1240], [18.0221, 8.7220, 4.5126], [16.0444, 10.7234, 5.7278], [16.7350, 10.6810, 4.0865], [7.1335, 20.1734, 4.8365], [7.4870, 19.2425, 6.0762], [8.9855, 18.2536, 5.7958], [8.7999, 17.4159, 4.6256], [10.0785, 19.1875, 5.7384], [9.3729, 17.1018, 7.1461], [10.6272, 16.3047, 6.9258], [11.7842, 17.0383, 7.5889], [12.7502, 17.7916, 7.0152], [13.5955, 18.3052, 7.8982], [13.0834, 18.0756, 9.1180], [11.9450, 17.3082, 8.9481], [11.1530, 16.8438, 9.9544], [10.1004, 16.0999, 9.8230], [11.5974, 17.3280, 11.0015], [13.0791, 17.7954, 5.5939], [7.0351, 19.6072, 3.9018], [7.9550, 20.9012, 4.7728], [6.1778, 20.7062, 5.1563], [6.7210, 18.5392, 6.3068], [7.6070, 19.8630, 6.9861], [8.5530, 16.3048, 7.1894], [9.3433, 17.7416, 8.0416], [10.7928, 16.2317, 5.8333], [10.5690, 15.3146, 7.4023], [13.5122, 18.2724, 10.1092], [13.7745, 18.6352, 5.4580], [12.1392, 17.8728, 5.0247], [13.6267, 16.8588, 5.3944]], "forces_ev_per_a": [[0.0765, -0.1426, -0.2093], [1.0287, 0.3654, -1.1188], [0.6213, 0.6602, -0.6789], [-0.1217, -0.6620, 0.0106], [-0.2120, -0.0263, -0.2797], [0.3335, -0.0262, 0.7204], [-0.7483, -0.5448, 0.6361], [0.7030, -0.9056, 0.5940], [-1.6386, -1.1507, -0.4339], [-0.5566, 0.4973, -0.3039], [1.0613, -0.3854, 0.3025], [-0.5831, 0.3696, -0.0722], [0.1190, 0.0834, -0.6100], [1.3202, -1.1078, -0.5482], [-0.0790, -0.1600, 0.7755], [0.0283, -0.8016, 0.0591], [-0.0313, 0.3476, 0.2655], [-0.5017, -0.2623, -0.3483], [-0.1541, 0.2307, -0.7610], [0.1793, 0.2258, 1.0768], [0.1556, -0.0161, -0.2087], [-0.7252, 1.4877, 0.5295], [0.0711, 0.8491, 0.3062], [0.5474, -0.2189, -0.5553], [-0.2338, 0.0372, 0.5150], [-0.4322, 0.5194, -0.1277], [0.0171, -0.2540, -0.4477], [-0.1915, 1.3449, 0.5058], [-0.1739, -0.5534, 0.5532], [-0.1231, 0.1704, -0.5672], [1.5506, -0.4207, -1.5379], [-0.0608, -0.4876, 1.1876], [-1.2571, -1.8151, -0.4051], [-3.9394, 0.4176, -0.6637], [0.1969, 0.2860, 0.1808], [1.3931, 0.3155, 0.6995], [-1.7371, -0.5655, -0.2940], [0.9010, 0.1124, 0.1632], [0.5270, 0.0567, 0.5743], [0.1172, 1.2563, 0.1142], [0.9237, -1.7808, -0.8380], [1.4605, 1.5870, -0.0530], [-0.2884, -1.3054, -0.5686], [-0.0854, -0.1993, 0.2742], [0.5632, 0.3508, -0.4128], [-0.5205, -2.6045, 0.3905], [-0.3028, 4.0640, 1.0644], [0.5766, -1.3222, -0.1786], [-0.1646, -0.8499, -2.2610], [0.2035, -0.3207, 1.5752], [-0.3259, -2.7188, 0.8853], [0.6916, 0.7754, 0.4744], [-0.2284, 0.3681, 0.3448], [0.2357, 0.6957, 0.3336], [0.0774, 0.2644, -0.0128], [-1.0081, -0.7181, 0.6681], [-0.0487, 0.1083, 0.0163], [0.7058, -0.0211, -0.4287], [0.2703, 0.5930, 0.2131], [0.4874, -0.1621, 0.0869], [-0.7054, 0.0654, -0.2674], [0.3713, 0.0724, 0.1871], [-0.7965, 1.3535, 1.0797], [0.1161, 0.3058, -0.3191], [-0.1742, 0.4662, -0.3801], [1.1221, 1.0171, -1.6152], [-0.7296, 1.3378, -0.8229], [-1.6570, -0.5448, -0.1778], [0.9028, 0.0787, 0.7350], [0.2100, -0.3963, -0.3142], [0.2511, 0.0777, 0.6931], [0.0014, -0.2275, 1.7396], [0.2419, 0.5297, -0.0360], [0.5546, -0.3033, -1.3743], [-0.4318, 0.1739, 0.3527], [0.4383, 0.4146, 0.3338], [-2.9123, -0.4616, 0.5197], [1.5673, 1.2832, 0.3599], [-0.5303, 0.4958, -0.2577], [0.8349, -1.2579, 0.0828], [0.2666, 1.0744, 0.4721], [-0.4323, -1.0955, 0.1012], [0.2357, -0.5448, -2.0439], [-1.8496, -0.5484, 1.8776], [3.2411, 2.0208, 0.2314], [-1.9126, -1.4654, 0.8744], [-0.1428, -0.0237, -0.4255], [-0.1199, 0.2269, 0.3928], [-0.4197, -0.1323, -0.2655], [1.2145, -0.6990, -0.7586], [-0.8105, -0.6127, -0.0756], [0.3297, -0.3245, -0.5114], [0.6462, 1.4903, 0.0416], [0.1686, -0.6704, -0.0740], [0.3360, -0.1510, 0.6658], [-0.0765, 0.5018, -0.3030], [-0.0166, 0.3529, -0.9468], [-0.4393, -0.1917, -0.3982], [0.7031, 0.0913, -0.2531], [-0.2670, 0.2902, -0.2913]], "relative_energy_kcal_mol": 7.1, "charge": 1}